1.
{
  "formula": "C42H41N6O2ReSb",
  "method": "the ωB97M-V functional and the def2-TZVPD basis",
  "symbols": ["Re", "C", "C", "C", "C", "C", "C", "N", "Sb", "C", "C", "C", "C", "C", "C", "N", "C", "C", "C", "C", "C", "C", "N", "H", "H", "H", "H", "H", "H", "H", "H", "H", "H", "H", "H", "H", "H", "H", "H", "H", "H", "O", "C", "N", "C", "C", "O", "N", "C", "C", "C", "C", "C", "C", "C", "C", "C", "C", "C", "C", "H", "H", "H", "H", "H", "H", "H", "H", "H", "H", "H", "C", "N", "C", "C", "C", "C", "C", "C", "C", "C", "H", "H", "H", "H", "H", "H", "H", "H", "H", "H", "H", "H"],
  "xyz": [[0.53854, -1.29954, -0.49084], [1.32476, -0.85820, -3.68099], [1.72288, -2.22703, -3.23879], [2.46387, -3.02142, -4.10624], [2.88412, -4.27786, -3.72347], [2.48753, -4.74385, -2.47776], [1.73824, -3.92615, -1.65477], [1.38449, -2.67276, -2.00269], [0.99886, -4.96723, 0.10178], [-1.03986, -4.38483, -0.30305], [-1.94960, -5.42606, -0.34489], [-3.30020, -5.13090, -0.44204], [-3.66696, -3.80471, -0.50475], [-2.69889, -2.80210, -0.50324], [-3.16172, -1.39034, -0.65543], [-1.38233, -3.08873, -0.38888], [1.07925, -3.44845, 1.65537], [1.10715, -4.00469, 2.91644], [1.17452, -3.17369, 4.02862], [1.32239, -1.82263, 3.81124], [1.33727, -1.29940, 2.52026], [1.65321, 0.15935, 2.39614], [1.13613, -2.11434, 1.45218], [1.67470, -0.67186, -4.69224], [1.75892, -0.10178, -3.02349], [0.24289, -0.74309, -3.66640], [2.71315, -2.62839, -5.08100], [3.50506, -4.88197, -4.37154], [2.76128, -5.73565, -2.14324], [-1.60388, -6.44993, -0.29700], [-4.04425, -5.91605, -0.47102], [-4.70948, -3.52687, -0.56743], [-4.22061, -1.36276, -0.89863], [-2.61893, -0.90523, -1.46423], [-3.02451, -0.84194, 0.27511], [1.06927, -5.08066, 3.02860], [1.13970, -3.57977, 5.03064], [1.43438, -1.13848, 4.64058], [2.67752, 0.31529, 2.73967], [0.99023, 0.72751, 3.04666], [1.56457, 0.53145, 1.38627], [-0.56889, 0.24659, -1.82418], [-1.03695, 0.75217, -0.76259], [-1.91330, 1.72031, -0.58413], [-2.21426, 1.88544, 0.84604], [-1.34629, 0.74772, 1.44631], [-1.28589, 0.39414, 2.59316], [-0.60887, 0.21397, 0.40311], [-3.71522, 1.75813, 1.11210], [-4.60680, 2.37446, 0.23788], [-5.96978, 2.32964, 0.48170], [-6.45549, 1.68333, 1.60873], [-5.57091, 1.07888, 2.48769], [-4.20492, 1.11353, 2.24197], [-1.72127, 3.24072, 1.37977], [-1.62627, 3.45124, 2.75227], [-1.22653, 4.68409, 3.24213], [-0.92846, 5.71953, 2.36788], [-1.03645, 5.51646, 1.00174], [-1.42839, 4.28141, 0.50553], [-2.43536, 2.15983, -1.32418], [-4.25204, 2.92538, -0.62662], [-6.65425, 2.81003, -0.20468], [-7.51862, 1.66582, 1.80747], [-5.94045, 0.58200, 3.37488], [-3.52624, 0.64416, 2.93992], [-1.87315, 2.65267, 3.43797], [-1.15593, 4.83527, 4.31104], [-0.62137, 6.68437, 2.74848], [-0.81873, 6.32210, 0.31298], [-1.50360, 4.14879, -0.56631], [3.04091, 4.15468, -1.00837], [2.49902, 3.00584, -1.69686], [2.86134, 2.79768, -3.07651], [2.02449, 1.87547, -0.96130], [3.00700, 0.71999, -0.75040], [4.36924, 0.99872, -0.72440], [5.31447, 0.01335, -0.49307], [4.89534, -1.29088, -0.26531], [3.54364, -1.57628, -0.27377], [2.57507, -0.59560, -0.53052], [2.91831, 5.04526, -1.62573], [4.11383, 4.07523, -0.77316], [2.51043, 4.31434, -0.06862], [3.06424, 3.75641, -3.54935], [2.03513, 2.32095, -3.61520], [3.75653, 2.16803, -3.19948], [1.14058, 1.48056, -1.47511], [1.69716, 2.23582, 0.02100], [4.70938, 2.01238, -0.88363], [6.36690, 0.26307, -0.48085], [5.60934, -2.08351, -0.08408], [3.24865, -2.59794, -0.06882]],
  "forces_ev_per_a": [[0.6, 0.1, 0.3], [-0.1, 0.0, 0.1], [0.1, 0.1, -0.1], [0.1, -0.2, 0.0], [0.0, 0.1, 0.0], [0.0, 0.1, 0.0], [-0.1, -0.4, 0.6], [-0.2, 0.4, -0.1], [-0.3, 0.6, -0.1], [0.4, -0.3, 0.1], [0.0, 0.1, 0.0], [-0.1, 0.0, 0.0], [0.1, -0.1, 0.0], [-0.1, -0.1, -0.1], [0.1, 0.0, 0.0], [0.0, 0.6, -0.2], [0.1, -0.6, -0.3], [0.0, 0.1, -0.1], [0.0, 0.1, -0.1], [0.0, -0.2, 0.0], [0.1, 0.2, 0.1], [-0.1, 0.0, 0.0], [-0.3, 0.5, -0.5], [0.0, 0.0, 0.0], [0.0, 0.0, 0.0], [0.0, 0.0, 0.0], [0.0, 0.0, 0.0], [-0.1, 0.0, 0.0], [0.0, 0.0, 0.0], [0.0, 0.0, 0.0], [0.0, 0.0, 0.0], [0.0, 0.0, 0.0], [0.0, 0.0, 0.0], [0.0, 0.0, 0.0], [0.0, 0.0, 0.0], [0.0, 0.0, 0.0], [0.0, 0.0, 0.0], [0.0, 0.0, 0.0], [0.1, 0.0, -0.1], [0.1, 0.0, 0.0], [0.1, 0.1, 0.1], [0.4, -1.2, 0.4], [-0.3, 0.5, 0.3], [0.0, -0.1, -0.1], [-0.1, 0.4, 0.2], [-0.1, 0.1, 0.4], [-0.1, 0.0, -0.2], [0.5, -0.8, -0.5], [0.0, -0.2, 0.0], [0.0, 0.0, 0.0], [0.0, 0.0, -0.1], [0.0, 0.0, 0.1], [0.0, 0.0, 0.0], [0.1, -0.1, 0.0], [0.1, 0.0, -0.1], [-0.1, -0.1, 0.0], [0.0, 0.0, 0.0], [0.0, 0.0, 0.0], [0.0, 0.1, 0.0], [0.0, -0.1, 0.0], [0.1, 0.0, -0.1], [0.0, 0.0, 0.0], [0.0, 0.0, 0.0], [0.0, 0.0, 0.0], [0.0, 0.0, 0.0], [0.0, 0.0, 0.0], [0.0, 0.0, 0.0], [0.0, 0.0, 0.0], [0.0, 0.0, 0.0], [0.0, 0.0, 0.0], [0.0, 0.0, 0.0], [0.3, -0.2, 0.0], [-0.4, 0.3, 0.0], [0.1, -0.2, 0.2], [0.2, 0.0, -0.2], [-0.4, 0.3, 0.0], [0.3, 0.0, 0.0], [-0.1, 0.0, 0.0], [0.0, 0.0, 0.0], [-0.1, -0.1, 0.0], [-0.7, -0.1, 0.0], [-0.1, 0.0, 0.0], [0.0, 0.0, 0.0], [-0.1, 0.0, 0.0], [0.0, 0.0, 0.0], [0.0, 0.0, 0.0], [0.0, 0.0, -0.1], [0.2, 0.1, 0.1], [-0.1, 0.0, 0.0], [-0.1, 0.0, -0.1], [0.0, 0.0, 0.0], [0.0, 0.0, 0.0], [0.0, 0.0, 0.0]],
  "mulliken_spin": [2.430, 0.115, -0.057, -0.012, 0.008, -0.009, 0.015, 0.065, 0.007, 0.009, -0.007, 0.003, -0.005, 0.011, 0.022, 0.062, 0.038, -0.007, 0.013, -0.005, 0.017, -0.006, 0.050, 0.003, -0.032, -0.005, 0.000, 0.000, 0.000, 0.000, 0.000, 0.000, 0.000, -0.007, -0.009, 0.000, 0.000, -0.001, 0.002, 0.004, 0.019, -0.007, 0.035, 0.020, 0.005, 0.027, 0.030, 0.003, -0.003, 0.000, 0.000, 0.000, 0.000, 0.000, 0.003, 0.000, 0.000, 0.000, 0.000, -0.002, 0.001, 0.000, 0.000, 0.000, 0.000, 0.000, 0.000, 0.000, 0.000, 0.000, 0.000, 0.000, 0.002, 0.000, 0.084, 0.053, -0.035, 0.056, -0.017, 0.012, 0.011, 0.000, 0.000, 0.000, 0.000, 0.000, 0.000, -0.024, 0.009, 0.000, 0.001, 0.001, 0.000],
  "total_energy_ha": -2422.119637,
  "total_charge": 2,
  "e_lumo_ev": [-5.8, -7.0],
  "spin_multiplicity": 4,
  "homo_energy_ha": [-0.4514, -0.4512],
  "orbital_gap_ev": [6.47, 5.27]
}



2.
{
  "formula": "C19H36N2O8S",
  "method": "the ωB97M-V functional and the def2-TZVPD basis",
  "symbols": ["C", "C", "O", "C", "O", "C", "C", "C", "C", "C", "C", "S", "O", "O", "O", "C", "C", "C", "C", "O", "H", "H", "H", "H", "H", "H", "H", "H", "H", "H", "H", "H", "H", "H", "H", "H", "H", "H", "H", "H", "H", "H", "C", "N", "C", "C", "O", "H", "H", "H", "H", "H", "H", "H", "C", "N", "C", "C", "O", "H", "H", "H", "H", "H", "H", "H"],
  "xyz": [[2.19206, 1.33789, 3.48595], [1.42256, -0.07679, 3.14397], [0.90689, -0.79477, 4.32162], [-0.26536, -1.62441, 4.00307], [-1.46576, -1.14022, 4.41615], [-0.26055, -3.08287, 3.25050], [0.10403, -2.83941, 1.63483], [-0.17252, -4.16026, 0.73182], [0.09646, -4.09943, -0.85149], [0.86070, -5.52895, -1.27187], [2.39936, -5.61621, -0.62130], [3.35269, -4.03903, -0.96027], [4.62011, -3.99676, -0.02278], [3.93133, -4.07759, -2.41972], [2.31272, -2.69502, -0.68715], [1.03780, -2.91002, -1.45480], [0.23751, -1.53079, -1.45987], [0.19450, -0.78463, -3.07683], [1.74920, -0.53629, -3.79316], [0.64925, -1.67284, -4.26792], [1.47966, 2.21412, 3.17906], [2.62669, 1.40857, 4.57059], [3.12555, 1.40044, 2.74691], [2.25254, -0.78759, 2.66422], [0.63044, 0.09428, 2.29107], [-1.22292, -3.72740, 3.41013], [0.69073, -3.67121, 3.66762], [-0.66011, -1.99355, 1.28525], [1.20527, -2.43648, 1.64497], [-1.32504, -4.43829, 0.88511], [0.40978, -5.06370, 1.25239], [-0.94380, -4.15171, -1.43505], [0.25237, -6.43724, -0.85468], [1.04032, -5.57782, -2.45142], [2.31718, -5.84373, 0.54719], [3.00401, -6.54493, -1.06168], [1.43258, -3.33415, -2.49286], [-0.87820, -1.53061, -1.10542], [0.80357, -0.66721, -0.86789], [-0.67650, 0.10565, -3.26325], [2.47353, -1.32710, -4.21548], [2.17727, -0.69030, -2.68763], [-2.16148, 5.91015, 3.54274], [-1.05949, 5.01115, 3.27173], [-1.34172, 3.61114, 3.03285], [0.24818, 5.44618, 3.23408], [1.22467, 4.74209, 3.01131], [-2.68519, 5.56714, 4.43951], [-2.84568, 5.89808, 2.68961], [-1.80614, 6.93187, 3.70340], [-0.81537, 3.00923, 3.77961], [-0.97501, 3.33847, 2.03871], [-2.41636, 3.41746, 3.09468], [0.34959, 6.52680, 3.42915], [-3.56246, 4.38415, -4.69986], [-2.51612, 3.56285, -4.12831], [-1.27972, 3.39421, -4.86290], [-2.66032, 2.93744, -2.90817], [-1.81846, 2.23127, -2.36827], [-3.85821, 3.95989, -5.66353], [-3.17669, 5.39698, -4.84638], [-4.43540, 4.42422, -4.04233], [-1.12735, 2.32965, -5.06410], [-0.44932, 3.75934, -4.25114], [-1.31235, 3.94632, -5.80646], [-3.63756, 3.13229, -2.43583]],
  "forces_ev_per_a": [[0.0, -0.3, -1.0], [2.2, -0.2, -1.7], [-2.5, -1.5, -1.9], [-6.2, 2.8, 2.4], [7.7, -3.1, -2.6], [2.4, 0.1, -0.4], [-1.1, 0.8, 0.7], [-0.7, -0.5, 1.5], [0.8, -1.7, -0.7], [1.0, 0.5, -0.2], [-1.7, -1.4, 0.7], [7.6, 0.0, -1.4], [-5.8, 0.3, -2.4], [-3.7, 0.3, 4.6], [0.2, -2.9, -0.6], [-0.9, -0.8, -0.6], [0.5, 2.6, -2.1], [0.6, -0.8, -2.9], [-0.7, -1.8, 2.4], [-1.8, 2.1, 5.6], [1.5, -1.5, 1.1], [-1.2, -0.2, -2.1], [-2.1, -0.2, 1.6], [-1.7, 1.4, 0.9], [1.2, -0.3, 2.0], [1.7, 1.8, -0.1], [-2.2, 1.1, -0.7], [1.9, -1.6, 0.6], [-2.2, -0.9, -0.5], [2.5, 0.6, -0.3], [-1.1, 1.9, -1.3], [2.4, 0.5, 1.2], [1.2, 1.7, -1.0], [-0.8, 0.0, 2.6], [0.4, 1.1, -2.5], [-1.1, 2.5, 0.6], [-1.4, 1.6, 1.7], [2.2, -0.4, -0.7], [-1.2, -2.1, -1.0], [2.7, -2.7, 0.4], [-0.2, 2.3, -0.6], [-0.5, -1.0, -1.4], [0.1, -0.2, 0.0], [1.3, 0.7, 0.0], [0.3, -0.1, 0.0], [-0.4, -0.7, -0.1], [-0.9, 0.3, 0.1], [-0.1, 0.2, -0.1], [-0.1, 0.1, 0.1], [0.0, -0.2, 0.0], [-0.1, -0.1, -0.1], [-0.1, -0.2, 0.1], [0.2, 0.1, 0.0], [-0.1, 0.0, 0.0], [0.2, -0.1, 0.0], [-0.4, -0.6, 1.4], [0.2, -0.2, 0.2], [0.4, 0.3, -0.8], [-0.3, 0.3, -0.5], [-0.1, 0.2, 0.0], [-0.2, 0.0, -0.1], [0.2, -0.1, -0.1], [0.2, 0.2, -0.1], [0.0, -0.1, -0.2], [-0.1, -0.1, 0.2], [0.0, 0.1, -0.1]],
  "nbo_charge": [-0.653, -0.085, -0.554, 0.790, -0.568, -0.504, -0.420, -0.435, -0.245, -0.419, -0.646, 2.097, -0.854, -0.873, -0.669, 0.028, -0.475, 0.174, -0.442, -0.528, 0.246, 0.236, 0.222, 0.170, 0.187, 0.254, 0.230, 0.211, 0.242, 0.226, 0.208, 0.247, 0.237, 0.239, 0.262, 0.292, 0.260, 0.249, 0.264, 0.279, 0.335, 0.175, -0.398, -0.436, -0.421, 0.531, -0.623, 0.197, 0.194, 0.211, 0.218, 0.214, 0.208, 0.109, -0.399, -0.431, -0.420, 0.533, -0.639, 0.198, 0.198, 0.211, 0.216, 0.219, 0.208, 0.111],
  "total_energy_ha": -1854.622886,
  "total_charge": 0,
  "e_lumo_ev": 0.0,
  "spin_multiplicity": 1,
  "homo_energy_ha": -0.3109,
  "orbital_gap_ev": 8.45,
  "smiles": "CCOC(=O)CCC[C@@H]1CCS(=O)(=O)O[C@@H]1C[C@H]1CO1.CN(C)C=O.CN(C)C=O"
}



Which formula does entry 2 have?
C19H36N2O8S